Entry 1:
{"formula": "CH3NO", "method": "ωB97M-V/def2-TZVPD", "species": ["C", "N", "O", "H", "H", "H"], "positions_angstrom": [[-1.2402, 0.1767, -0.3177], [-0.2559, -0.3973, -0.0558], [1.5176, -0.0639, 0.1800], [-1.6362, 1.0956, -0.7594], [0.0467, -1.4019, 0.0029], [1.5680, 0.5908, 0.9500]], "mol_weight_g_mol": 45.04, "orbital_gap_ev": [9.213, 9.210], "relative_energy_kj_mol": 480.7, "charge": 0, "lumo_energy_ev": [0.71, 0.71]}

Entry 2:
{"formula": "C3H6N2O2", "method": "ωB97M-V/def2-TZVPD", "species": ["H", "N", "C", "O", "C", "O", "C", "N", "H", "H", "H", "H", "H"], "positions_angstrom": [[1.1201, -0.5965, -3.3608], [1.2309, -0.2490, -2.4166], [0.1976, -0.3093, -1.7142], [-1.0868, -0.6573, -1.6441], [-0.3546, -0.0006, -0.4382], [-0.1535, -0.8474, 0.6208], [-0.5841, -0.4465, 1.8575], [-0.8390, 0.7518, 2.1400], [-1.1361, 0.8465, 3.1086], [-0.6724, 0.9998, -0.1463], [-0.6616, -1.3210, 2.5098], [1.9266, 0.7000, -0.7661], [1.7460, 0.9193, -0.0750]], "mol_weight_g_mol": 102.09, "smiles": "[H]/N=C1\\O[C@H]1O/C=N/[H].[H][H]", "orbital_gap_ev": 11.330, "relative_energy_kj_mol": 463.0, "charge": 0, "lumo_energy_ev": 0.84}

Entry 3:
{"formula": "C18H52N2O9", "method": "ωB97M-V/def2-TZVPD", "species": ["C", "C", "C", "C", "C", "C", "C", "C", "C", "N", "O", "H", "H", "H", "H", "H", "H", "H", "H", "H", "H", "H", "H", "H", "H", "H", "H", "H", "H", "H", "C", "C", "C", "C", "C", "C", "C", "C", "C", "N", "O", "H", "H", "H", "H", "H", "H", "H", "H", "H", "H", "H", "H", "H", "H", "H", "H", "H", "H", "H", "O", "H", "H", "O", "H", "H", "O", "H", "H", "O", "H", "H", "O", "H", "H", "O", "H", "H", "O", "H", "H"], "positions_angstrom": [[-21.1245, -10.4655, 5.9307], [-20.0220, -9.4240, 5.8566], [-20.2099, -8.5190, 4.5765], [-20.1143, -8.3940, 6.9603], [-19.5809, -8.9716, 8.2361], [-18.1884, -9.3772, 7.9957], [-18.0002, -10.5014, 6.9267], [-16.5411, -10.6633, 6.5175], [-18.5313, -11.8398, 7.4334], [-18.6831, -9.9772, 5.7406], [-18.6165, -10.9864, 4.7542], [-22.0447, -9.9623, 5.8372], [-21.0746, -11.2615, 5.1507], [-21.3022, -10.9329, 6.9065], [-20.0739, -9.0524, 3.6640], [-21.1532, -7.9056, 4.6180], [-19.4288, -7.7695, 4.6112], [-19.5323, -7.4741, 6.7149], [-21.1480, -8.0151, 7.0896], [-19.6692, -8.2643, 9.0102], [-20.1492, -9.8069, 8.6697], [-17.7816, -9.7037, 8.9810], [-17.7001, -8.5354, 7.6469], [-16.4526, -11.2524, 5.6473], [-15.9954, -11.0725, 7.3543], [-16.0260, -9.7461, 6.3074], [-17.9528, -12.2870, 8.2900], [-18.5788, -12.5393, 6.6054], [-19.5620, -11.7839, 7.8533], [-18.1861, -10.4819, 4.0320], [-14.6179, -4.6761, 9.3936], [-14.6528, -6.2666, 9.2777], [-16.0913, -6.6944, 9.4127], [-14.2066, -6.7086, 7.9127], [-12.7806, -6.4619, 7.7586], [-12.0940, -7.3393, 8.7788], [-12.3400, -6.9576, 10.2456], [-11.8432, -7.9689, 11.1996], [-11.6435, -5.5693, 10.6422], [-13.8846, -6.9416, 10.3110], [-14.3880, -6.5764, 11.5969], [-15.5166, -4.3560, 8.9981], [-13.7866, -4.2319, 8.8012], [-14.4266, -4.2968, 10.4428], [-16.7417, -6.2520, 10.2164], [-16.1725, -7.7549, 9.7255], [-16.6921, -6.5298, 8.5225], [-14.2823, -7.7774, 7.8429], [-14.9073, -6.2998, 7.2247], [-12.4842, -5.4350, 7.9270], [-12.4652, -6.7814, 6.7874], [-11.0170, -7.3056, 8.6356], [-12.4578, -8.3865, 8.6168], [-12.1149, -7.7218, 12.2377], [-12.2628, -8.8971, 10.9516], [-10.7260, -7.9332, 11.2217], [-11.8486, -4.7789, 9.9663], [-11.7118, -5.2778, 11.7130], [-10.5337, -5.7037, 10.4981], [-14.5800, -5.6405, 11.5561], [-14.5723, -7.1018, 3.7289], [-14.2347, -6.2458, 4.0379], [-13.8880, -7.7590, 3.8001], [-17.1475, -7.4578, 4.9620], [-17.5810, -8.3453, 5.2772], [-16.2333, -7.6679, 4.7589], [-14.4795, -4.4197, 4.3877], [-14.6643, -3.5640, 3.9565], [-15.3688, -4.8309, 4.3898], [-19.3248, -5.1688, 5.4490], [-18.5189, -5.6857, 5.3873], [-19.9767, -5.8133, 5.6404], [-17.5946, -4.4438, 3.4903], [-18.3994, -4.0511, 3.8760], [-17.8041, -5.0631, 2.7872], [-18.0798, -9.8120, 1.9948], [-17.7467, -10.4868, 1.4198], [-17.7828, -8.9645, 1.6900], [-17.1578, -7.4108, 2.1759], [-17.4700, -7.4875, 3.1120], [-16.2572, -7.1986, 2.2196]], "mol_weight_g_mol": 440.62, "smiles": "CC1(C)CCCC(C)(C)N1O.CC1(C)CCCC(C)(C)N1O.O.O.O.O.O.O.O", "orbital_gap_ev": 8.610, "relative_energy_kj_mol": 75.0, "charge": 0, "lumo_energy_ev": 0.24}

Entry 4:
{"formula": "C22H32N2O4", "method": "ωB97M-V/def2-TZVPD", "species": ["C", "C", "N", "C", "C", "C", "C", "C", "N", "C", "O", "C", "O", "C", "C", "C", "C", "C", "C", "C", "C", "C", "O", "C", "C", "C", "C", "O", "H", "H", "H", "H", "H", "H", "H", "H", "H", "H", "H", "H", "H", "H", "H", "H", "H", "H", "H", "H", "H", "H", "H", "H", "H", "H", "H", "H", "H", "H", "H", "H"], "positions_angstrom": [[3.3229, 0.8682, 3.1749], [2.8650, 0.5012, 1.7583], [3.7423, 0.9061, 0.6752], [3.8847, 2.3424, 0.5084], [2.5767, 3.0118, 0.0979], [5.0213, 0.2131, 0.6660], [5.4988, -0.0778, -0.7620], [4.6758, -1.1764, -1.4369], [3.2717, -0.8569, -1.4633], [2.3567, -1.5950, -0.7964], [2.6005, -2.6877, -0.3096], [1.0263, -0.9633, -0.7370], [0.8762, 0.2718, -1.3124], [-0.4030, 0.6414, -1.0906], [-1.0102, 1.8078, -1.5304], [-2.3486, 1.9560, -1.2576], [-3.0601, 0.9927, -0.5231], [-2.4376, -0.1394, -0.0092], [-1.0880, -0.3413, -0.3487], [-0.1299, -1.3922, -0.1396], [-0.3313, -2.7090, 0.5155], [-3.1751, -1.0683, 0.9312], [-2.4501, -1.2753, 2.1290], [-4.5665, -0.5079, 1.2592], [-5.2136, 0.1729, 0.0531], [-6.5505, 0.8009, 0.4455], [-5.4104, -0.8030, -1.1117], [-4.3854, 1.2605, -0.3622], [4.3098, 0.4589, 3.3787], [2.6241, 0.4575, 3.8988], [3.3589, 1.9469, 3.3091], [1.8824, 0.9412, 1.5729], [2.7518, -0.5844, 1.6915], [4.6169, 2.5026, -0.2874], [4.2826, 2.8308, 1.4149], [1.8792, 3.0704, 0.9293], [2.1085, 2.4503, -0.7060], [2.7757, 4.0236, -0.2480], [4.9019, -0.7402, 1.1846], [5.7991, 0.7898, 1.1936], [5.4428, 0.8319, -1.3627], [6.5423, -0.3955, -0.7310], [5.0365, -1.3263, -2.4619], [4.7696, -2.1196, -0.8924], [3.0240, 0.0911, -1.7000], [-0.4572, 2.5509, -2.0814], [-2.8936, 2.8218, -1.5972], [-0.9912, -3.3264, -0.0941], [0.6253, -3.2124, 0.6135], [-0.7936, -2.5857, 1.4913], [-3.2600, -2.0681, 0.4901], [-2.2393, -0.4170, 2.5145], [-5.2076, -1.3023, 1.6399], [-4.4540, 0.2414, 2.0492], [-7.2531, 0.0296, 0.7463], [-6.9593, 1.3471, -0.4001], [-6.4108, 1.4974, 1.2680], [-6.0053, -1.6531, -0.7904], [-4.4519, -1.1603, -1.4799], [-5.9238, -0.2995, -1.9273]], "mol_weight_g_mol": 388.51, "smiles": "CCN(CC)CCCNC(=O)c1oc2ccc3c(c2c1C)[C@@H](O)CC(C)(C)O3", "orbital_gap_ev": 8.527, "relative_energy_kj_mol": 193.6, "charge": 0, "lumo_energy_ev": 0.53}

Entry 5:
{"formula": "C4H9NO", "method": "ωB97M-V/def2-TZVPD", "species": ["C", "C", "C", "O", "N", "C", "H", "H", "H", "H", "H", "H", "H", "H", "H"], "positions_angstrom": [[-1.9607, 1.1603, -0.4612], [-1.1878, -0.1459, -0.6350], [-0.0680, -0.2591, 0.3871], [-0.2754, -0.1261, 1.5838], [1.1666, -0.5402, -0.1140], [2.3200, -0.6618, 0.7512], [-1.3445, 2.0251, -0.7300], [-2.8563, 1.1731, -1.0900], [-2.2609, 1.2689, 0.5841], [-1.8570, -0.9953, -0.4532], [-0.8085, -0.2473, -1.6593], [1.2979, -0.5494, -1.1123], [2.8058, 0.3055, 0.9297], [1.9845, -1.0575, 1.7115], [3.0443, -1.3502, 0.3074]], "mol_weight_g_mol": 87.12, "smiles": "CCC(=O)NC", "orbital_gap_ev": 10.524, "relative_energy_kj_mol": 25.9, "charge": 0, "lumo_energy_ev": 0.92}

Entry 6:
{"formula": "C3H5NOS", "method": "ωB97M-V/def2-TZVPD", "species": ["O", "C", "S", "C", "C", "N", "H", "H", "H", "H", "H"], "positions_angstrom": [[-0.2568, -1.5133, 0.1187], [-0.4535, -0.1762, 0.0669], [-1.9235, 0.4520, 0.5056], [0.7475, 0.6033, -0.3586], [2.0902, 0.2750, 0.2346], [1.7392, -0.0437, -1.1639], [-1.1388, -1.8780, 0.4250], [0.5654, 1.7049, -0.4942], [2.7515, 1.1142, 0.4757], [2.0297, -0.5447, 0.9286], [2.1422, 0.5699, -1.8840]], "mol_weight_g_mol": 103.15, "smiles": "OC(=S)[C@H]1CN1", "orbital_gap_ev": 9.291, "relative_energy_kj_mol": 179.1, "charge": 0, "lumo_energy_ev": 0.29}

Entry 7:
{"formula": "C13H18N", "method": "ωB97M-V/def2-TZVPD", "species": ["C", "C", "C", "C", "C", "C", "C", "C", "C", "C", "C", "C", "C", "N", "H", "H", "H", "H", "H", "H", "H", "H", "H", "H", "H", "H", "H", "H", "H", "H", "H", "H"], "positions_angstrom": [[-2.8937, -1.0742, 0.8754], [-1.8855, -1.8430, 0.2547], [-2.8297, 0.2922, 0.9442], [-1.0326, -1.1581, -0.5953], [-1.9306, 1.0216, 0.1774], [-1.1213, 0.2311, -0.7284], [-1.7526, 2.5468, 0.2277], [-1.3943, 3.1489, -1.2455], [-0.3923, 0.9281, -1.7678], [-0.4695, 2.2711, -2.0464], [2.7924, -2.2001, 1.8268], [2.5195, -0.0128, -0.2129], [2.4066, -2.3433, 0.3697], [1.9824, -1.2728, -0.3164], [-3.5945, -1.5963, 1.4958], [-1.6671, -2.8809, 0.3254], [-3.4127, 0.8488, 1.7140], [-0.1808, -1.6636, -1.1605], [-2.6680, 3.0264, 0.7244], [-0.8549, 2.6383, 0.9554], [-2.4068, 3.2984, -1.8126], [-0.8543, 4.1109, -1.0367], [0.2448, 0.1758, -2.3038], [0.0882, 2.7023, -2.8954], [3.1057, -3.1251, 2.2253], [3.5608, -1.4671, 2.1194], [1.9252, -1.7355, 2.3263], [2.2930, 0.6372, -1.0877], [1.7807, 0.2738, 0.5182], [3.6056, 0.0970, 0.0687], [1.7234, -3.1802, 0.2803], [3.3129, -2.6956, -0.2197]], "mol_weight_g_mol": 188.29, "orbital_gap_ev": [7.762, 4.277], "relative_energy_kj_mol": 532.9, "charge": 1, "lumo_energy_ev": [-4.21, -7.12]}

Entry 8:
{"formula": "C21H62BaFeN2O19P", "method": "ωB97M-V/def2-TZVPD", "species": ["Fe", "Ba", "P", "O", "O", "O", "O", "C", "O", "H", "H", "H", "H", "C", "C", "C", "O", "C", "N", "H", "H", "H", "H", "H", "H", "H", "H", "H", "H", "H", "C", "C", "C", "O", "C", "N", "H", "H", "H", "H", "H", "H", "H", "H", "H", "H", "H", "C", "C", "O", "O", "H", "H", "H", "H", "H", "H", "C", "C", "O", "O", "H", "H", "H", "H", "H", "H", "C", "C", "O", "O", "H", "H", "H", "H", "H", "H", "C", "C", "O", "O", "H", "H", "H", "H", "H", "H", "C", "C", "O", "O", "H", "H", "H", "H", "H", "H", "C", "C", "O", "O", "H", "H", "H", "H", "H", "H"], "positions_angstrom": [[-3.4025, 0.8475, -2.3197], [2.8777, -2.8618, 0.2840], [-0.6402, -0.9277, -1.0875], [-1.8201, -1.3521, -1.9669], [0.7286, -0.9508, -1.8302], [-0.4590, -1.8247, 0.1579], [-1.1769, 0.4903, -0.7860], [0.4971, -6.7983, 4.1330], [0.7230, -5.9296, 3.0700], [-0.0145, -6.1441, 4.8389], [-0.0924, -7.6845, 3.8980], [1.4420, -7.2156, 4.4812], [-0.0787, -5.7578, 2.5707], [2.4101, 0.2150, 5.4419], [2.9566, -0.2377, 4.0524], [4.2478, 0.4730, 3.4992], [4.8700, -0.2925, 2.4730], [6.0494, 0.2616, 1.9261], [3.0281, -1.7115, 4.0858], [1.6627, -0.4080, 5.9332], [1.9146, 1.1793, 5.3281], [3.2214, 0.3098, 6.1636], [2.1450, -0.2622, 3.3252], [5.0344, 0.6349, 4.2362], [3.9398, 1.4488, 3.1235], [5.9361, 1.3207, 1.6945], [6.4760, -0.3761, 1.1519], [6.8581, 0.1792, 2.6524], [2.0726, -1.8886, 4.3609], [3.6197, -1.8313, 4.8955], [-0.3568, 3.7413, -5.0277], [-1.3575, 3.3137, -3.9444], [-2.3041, 4.4125, -3.3336], [-3.0029, 3.7466, -2.3472], [-3.6088, 4.7021, -1.5717], [-2.1047, 2.2184, -4.5451], [0.5789, 3.1918, -4.9247], [-0.0811, 4.7694, -4.7931], [-0.7516, 3.5164, -6.0185], [-0.6786, 2.8949, -3.2016], [-2.8970, 4.9092, -4.1016], [-1.6567, 5.2005, -2.9488], [-4.0635, 5.4920, -2.1694], [-2.9845, 5.2466, -0.8633], [-4.4110, 4.2950, -0.9561], [-1.4678, 1.8370, -5.2299], [-2.7904, 2.4846, -5.2373], [-6.2478, -0.9120, 0.0538], [-5.9451, -2.1979, -0.7443], [-4.8491, -3.1121, -0.2124], [-5.0538, -0.1032, 0.0283], [-6.5928, -0.9887, 1.0849], [-7.0414, -0.3622, -0.4523], [-5.6824, -1.9396, -1.7702], [-6.7830, -2.8664, -0.9419], [-4.0542, -2.6796, -0.5329], [-4.4018, -0.5936, 0.5343], [5.3589, -1.3014, -4.3047], [6.8532, -1.5544, -4.4252], [7.2822, -2.8392, -3.9914], [5.0663, -1.1321, -2.9629], [4.7316, -2.0376, -4.8072], [5.0664, -0.4032, -4.8486], [7.2977, -0.8628, -3.7095], [7.1881, -1.3190, -5.4354], [8.1544, -3.0746, -4.3163], [4.1795, -0.8441, -2.7343], [-0.7236, -3.8257, -5.8350], [0.6461, -3.1078, -5.7517], [0.6047, -1.7626, -5.3666], [-1.0691, -4.1860, -4.5608], [-0.8885, -4.6940, -6.4729], [-1.4328, -3.0539, -6.1338], [0.9877, -2.9459, -6.7741], [1.3266, -3.6395, -5.0867], [0.5435, -1.7187, -4.4096], [-1.2890, -3.3477, -4.1478], [-2.4029, 3.1562, 5.2033], [-2.3904, 2.9957, 3.6128], [-1.2800, 2.4262, 2.9386], [-2.4011, 1.8380, 5.7199], [-3.3370, 3.5833, 5.5682], [-1.5318, 3.6642, 5.6170], [-2.4711, 4.0035, 3.2056], [-3.2997, 2.4711, 3.3194], [-1.4826, 2.2007, 2.0277], [-1.7544, 1.3598, 5.1958], [1.8783, 5.7494, 0.6444], [1.2982, 4.8022, -0.3416], [2.0878, 3.5883, -0.3742], [3.1977, 5.9911, 0.1588], [1.7699, 5.2494, 1.6069], [1.3207, 6.6832, 0.5727], [1.2925, 5.1762, -1.3655], [0.2666, 4.5302, -0.1185], [1.6125, 2.7989, -0.6434], [3.4533, 5.1131, -0.1334], [-3.4754, -4.0051, 4.0221], [-2.7014, -2.6743, 4.3299], [-2.8499, -1.7656, 3.2482], [-2.9538, -4.7734, 2.9624], [-4.5435, -3.8059, 3.9347], [-3.4901, -4.5782, 4.9491], [-1.6448, -2.7783, 4.5764], [-3.1639, -2.2619, 5.2266], [-2.1425, -1.9282, 2.6200], [-3.1823, -4.2814, 2.1703]], "mol_weight_g_mol": 870.87, "orbital_gap_ev": [6.090, 5.166], "spin_multiplicity": 5, "relative_energy_kj_mol": 1463.8, "charge": 1, "lumo_energy_ev": [-4.14, -4.14]}